{
  "formula": "C2H8N2S2",
  "method": "ωB97M-V/def2-TZVPD",
  "smiles": "[H]/N=C/N.CSS",
  "total_charge": 0,
  "species": ["H", "N", "C", "N", "H", "H", "H", "C", "S", "S", "H", "H", "H", "H"],
  "coordinates": [[2.17593, 0.89408, -0.84235], [1.19317, 0.62713, -0.90867], [1.09899, 0.29590, -2.21554], [0.07223, -0.39702, -2.86024], [2.04621, 0.42407, -2.80437], [-0.71265, -0.79375, -2.40539], [0.28322, -0.36658, -3.89565], [0.11252, -0.01049, 2.31693], [-1.17654, -1.25359, 2.28458], [-2.84410, -0.04122, 2.74220], [-0.25213, 0.87371, 1.82738], [0.97952, -0.57925, 1.89396], [0.45220, 0.40692, 3.38269], [-3.42856, -0.07990, 1.48446]],
  "forces_ev_per_a": [[-0.248, 0.357, 0.402], [-0.576, -1.277, -4.136], [0.694, -0.367, 3.547], [3.391, 2.128, -1.738], [-1.268, -0.072, -0.151], [-0.600, -0.093, 0.133], [-1.386, -0.678, 1.950], [1.473, 0.206, 2.408], [-0.898, 0.544, 0.623], [0.021, -0.699, -1.079], [0.406, 0.075, -0.937], [-0.582, 1.134, -0.066], [-0.930, -1.391, -1.896], [0.503, 0.133, 0.942]]
}

{
  "formula": "C2H8N2S2",
  "method": "ωB97M-V/def2-TZVPD",
  "total_charge": 0,
  "species": ["C", "C", "N", "N", "S", "S", "H", "H", "H", "H", "H", "H", "H", "H"],
  "coordinates": [[0.53030, 1.52336, 0.68998], [-0.51555, 0.39135, 0.69325], [-1.71369, 0.57973, 0.14182], [1.21726, -1.41029, 0.14872], [0.58844, -2.95215, 0.33930], [2.13701, -0.76688, -1.04876], [0.13438, 2.40961, 0.89977], [1.30195, 1.19644, 1.38810], [0.82656, 1.70634, -0.34856], [1.27576, -1.15713, -2.04703], [-0.26125, -0.60659, 1.02328], [-1.94215, 1.02305, -0.71863], [1.16359, -3.33121, 1.45737], [-2.28587, -0.33199, 0.17423]],
  "forces_ev_per_a": [[-0.073, -4.914, -0.983], [1.312, 1.685, -0.510], [-1.494, -3.993, 0.409], [-0.830, 1.079, 1.725], [-0.152, 0.429, -1.485], [-0.619, -1.369, -1.132], [-1.997, 3.636, 1.681], [0.291, 0.391, -0.566], [0.800, -0.700, -0.027], [0.789, 0.536, -0.319], [-0.008, 0.192, 0.848], [0.421, 1.215, -0.499], [0.540, -0.185, 0.810], [1.019, 1.999, 0.047]]
}

{
  "formula": "C2H8N3",
  "method": "ωB97M-V/def2-TZVPD",
  "total_charge": 1,
  "species": ["C", "C", "N", "N", "N", "H", "H", "H", "H", "H", "H", "H", "H"],
  "coordinates": [[1.25924, -0.85219, 0.05156], [-1.20783, 0.63379, 0.27528], [0.39731, 0.04563, -0.56031], [-2.14002, -0.22703, -0.24581], [1.62559, 0.53212, -0.07579], [0.92101, -1.07525, 1.11014], [1.73585, -1.52117, -0.50957], [-1.04351, 1.55221, -0.18930], [-0.84056, 0.55158, 1.25034], [-2.29220, -0.31715, -1.25704], [-2.39478, -1.11303, 0.09676], [1.54801, 1.05280, 0.72800], [2.43189, 0.73769, -0.67427]],
  "forces_ev_per_a": [[-3.193, 1.388, 4.831], [1.016, -3.335, -2.901], [-2.395, 0.685, -2.105], [0.354, 1.436, -0.810], [1.924, -0.565, -1.297], [1.101, -0.429, -1.124], [2.097, -2.733, -2.022], [-0.652, 1.513, -0.579], [-0.462, -0.254, 1.730], [0.284, 1.174, 0.523], [0.175, -0.844, 1.577], [0.328, 1.655, 2.365], [-0.575, 0.309, -0.188]]
}

{
  "formula": "C2H8N3",
  "method": "ωB97M-V/def2-TZVPD",
  "multiplicity": 3,
  "total_charge": 1,
  "species": ["C", "C", "N", "N", "N", "H", "H", "H", "H", "H", "H", "H", "H"],
  "coordinates": [[-0.37851, -1.54719, -0.13295], [1.09528, 0.80263, 0.66183], [-0.50467, 1.95521, -0.45095], [-0.84572, -0.20083, -0.22437], [-0.20150, 0.83533, 0.06775], [0.75788, -1.58912, -0.26498], [-0.62207, -2.18366, 0.75788], [-0.78806, -2.23075, -0.99204], [1.21859, 0.11713, 1.55350], [1.43632, 1.75769, 0.87557], [1.82480, 0.52911, -0.09038], [-1.24085, 1.83309, -1.12550], [-1.75148, -0.07866, -0.63536]],
  "forces_ev_per_a": [[1.741, -3.008, -1.534], [1.375, -2.791, 0.762], [-1.547, 5.722, -2.903], [-2.616, -5.072, -1.401], [3.977, -0.841, 4.754], [-1.580, 0.271, 0.335], [-0.052, 1.269, -0.139], [0.415, 1.767, 1.274], [-0.508, 0.795, -1.050], [-0.191, 1.993, 0.834], [0.288, -0.643, -0.387], [-0.682, 0.188, -0.459], [-0.620, 0.350, -0.088]]
}

{
  "formula": "C2H8N3",
  "method": "ωB97M-V/def2-TZVPD",
  "multiplicity": 3,
  "total_charge": 1,
  "species": ["C", "C", "N", "N", "N", "H", "H", "H", "H", "H", "H", "H", "H"],
  "coordinates": [[-0.40606, -0.88178, -0.43615], [0.75845, -0.37984, 0.54174], [-1.13785, 0.28191, -0.42420], [-2.23459, 0.35861, 0.21123], [1.73696, 0.52878, -0.21808], [-0.10511, -1.20745, -1.35109], [-0.76442, -1.86829, 0.05740], [0.38736, 0.18021, 1.41304], [-2.78337, -0.47609, 0.58097], [-2.77350, 1.22013, 0.03612], [1.79457, 1.34310, 0.38622], [1.39377, 0.62639, -1.26531], [2.65123, 0.05452, -0.28211]],
  "forces_ev_per_a": [[1.100, -1.873, 5.971], [-0.235, 0.068, -1.832], [0.572, 1.631, -2.944], [-3.905, -0.432, 2.106], [-1.010, -1.930, -1.361], [1.311, -0.429, -2.889], [-0.272, 1.596, -0.443], [0.287, -0.776, -0.113], [1.031, 1.277, -0.788], [0.355, -0.860, 0.284], [0.336, 0.728, -0.883], [0.631, 0.621, 2.693], [-0.200, 0.379, 0.198]]
}

{
  "formula": "C2H8N3",
  "method": "ωB97M-V/def2-TZVPD",
  "multiplicity": 2,
  "total_charge": 2,
  "species": ["C", "N", "C", "N", "N", "H", "H", "H", "H", "H", "H", "H", "H"],
  "coordinates": [[-1.01611, -1.73783, 0.01442], [-0.03938, -0.81092, -0.43297], [0.25440, 0.50097, 0.00306], [0.66280, 1.31942, -0.92997], [0.22017, 0.82130, 1.27235], [-1.68292, -1.33460, 0.75081], [-1.54620, -2.12110, -0.87267], [-0.45394, -2.59971, 0.42402], [0.63752, -1.16310, -1.11824], [0.77230, 1.04309, -1.90383], [0.77300, 2.31707, -0.74868], [0.61182, 1.71799, 1.56083], [-0.39799, 0.39738, 1.95678]],
  "forces_ev_per_a": [[0.383, 0.235, 0.114], [0.105, -0.368, -0.023], [0.278, 0.730, 0.160], [-0.004, 0.050, -0.365], [-0.464, 0.158, 0.051], [-0.360, 0.263, 0.261], [-0.025, -0.177, -0.058], [-0.056, -0.272, -0.086], [-0.105, -0.067, -0.210], [0.043, 0.006, 0.120], [0.081, -0.124, 0.030], [-0.099, -0.070, -0.006], [0.222, -0.363, 0.011]]
}

{
  "formula": "C2H8N3O",
  "method": "ωB97M-V/def2-TZVPD",
  "total_charge": -1,
  "species": ["N", "C", "N", "N", "H", "H", "H", "H", "H", "C", "O", "H", "H", "H"],
  "coordinates": [[-1.33376, 1.33830, 1.88097], [-0.50607, 0.71317, 0.87208], [-0.86247, 0.84091, -0.39045], [0.58573, 0.09102, 1.28945], [-0.79230, 1.57995, 2.69518], [-1.84590, 2.12812, 1.52443], [-1.73652, 1.35460, -0.46802], [0.01363, -0.37943, -1.41251], [0.56506, 0.10309, 2.30852], [1.43750, -1.81076, -1.37645], [0.54547, -0.94838, -2.05846], [1.53469, -2.70806, -1.99922], [2.39776, -1.30857, -1.23073], [1.06337, -2.08730, -0.39126]],
  "forces_ev_per_a": [[-0.230, -0.415, -0.082], [0.590, 0.343, 0.449], [-0.093, -0.271, -0.168], [-0.498, -0.033, -0.067], [0.001, 0.172, 0.016], [0.014, 0.168, -0.003], [0.097, -0.096, -0.015], [0.513, -0.146, -0.372], [0.176, -0.057, -0.057], [-0.635, 0.470, -0.267], [-0.452, 0.114, 0.357], [0.304, -0.007, 0.120], [0.226, -0.218, -0.002], [-0.012, -0.023, 0.090]]
}

{
  "formula": "C2H8N3O",
  "method": "ωB97M-V/def2-TZVPD",
  "smiles": "N/C(CO)=N\\[NH3+]",
  "total_charge": 1,
  "species": ["N", "C", "C", "O", "N", "N", "H", "H", "H", "H", "H", "H", "H", "H"],
  "coordinates": [[0.23011, -1.28808, 0.33974], [0.12569, -0.02230, -0.04375], [1.43084, 0.62700, -0.49689], [2.51208, 0.30176, 0.38575], [-0.86460, 0.77315, -0.12310], [-2.22746, 0.17035, 0.05508], [0.93385, -1.81117, -0.05370], [-0.55991, -1.75439, 0.88064], [1.70550, 0.17290, -1.49700], [1.31326, 1.74286, -0.45766], [3.01657, 0.96192, 0.90884], [-2.60697, 0.05498, 1.02973], [-2.29051, -0.77541, -0.40450], [-2.71845, 0.84645, -0.52319]],
  "forces_ev_per_a": [[-4.269, 0.128, 1.957], [1.667, 0.081, -0.046], [1.621, 1.190, 0.616], [0.010, -1.041, 0.143], [-1.451, 0.640, 0.529], [0.901, -1.336, -0.221], [1.973, -1.581, -0.442], [1.869, 0.613, -1.267], [-0.432, 0.927, 0.814], [-0.262, -1.132, -0.855], [-1.225, 0.011, -0.977], [0.479, 0.681, -0.973], [-0.017, 0.930, 0.325], [-0.864, -0.112, 0.397]]
}

{
  "formula": "C2H8N3O",
  "method": "ωB97M-V/def2-TZVPD",
  "multiplicity": 3,
  "total_charge": 1,
  "species": ["C", "C", "N", "N", "N", "O", "H", "H", "H", "H", "H", "H", "H", "H"],
  "coordinates": [[0.19864, 0.03814, -0.56800], [-1.36390, 1.22765, 0.74386], [0.79836, -0.45131, -1.53768], [1.08749, -1.96329, 0.35307], [-0.54186, 1.11049, -0.38901], [0.37440, -0.86690, 0.78170], [-2.52490, 1.20413, 0.47013], [-1.38395, 2.18680, 1.25170], [-1.14960, 0.37708, 1.43239], [0.86288, -0.13639, -2.56336], [1.21054, -1.30109, -1.31012], [0.46012, -2.72269, 0.50232], [1.91316, -2.00760, 0.87419], [-0.97841, 1.57486, -1.20204]],
  "forces_ev_per_a": [[-0.283, -2.768, 8.964], [-2.545, -1.484, 1.198], [2.696, 0.613, -9.830], [-1.130, -0.186, -0.854], [-3.730, 4.526, -0.455], [-0.568, 2.718, -2.992], [2.099, -0.276, 0.005], [0.703, 0.463, 0.004], [-0.219, 1.063, -0.360], [-0.344, -0.444, 2.444], [1.331, -2.723, 0.561], [0.019, -1.024, 0.227], [1.382, -0.298, 1.112], [0.589, -0.180, -0.024]]
}

{
  "formula": "C2H8N4",
  "method": "ωB97M-V/def2-TZVPD",
  "total_charge": 2,
  "species": ["C", "C", "N", "N", "N", "N", "H", "H", "H", "H", "H", "H", "H", "H"],
  "coordinates": [[-1.06528, 0.95495, -0.02698], [-2.84707, -0.76005, 0.05921], [-1.83340, -0.06014, -0.15588], [0.29092, 0.92505, -0.09164], [1.00038, -0.27442, -0.44058], [2.18712, -0.51937, 0.17375], [-1.43114, 1.94966, 0.28926], [-3.13397, -0.94153, 1.18287], [-3.40093, -1.29027, -0.85678], [0.81529, 1.58619, 0.44938], [0.95475, -0.48952, -1.52959], [3.52043, 0.35100, -0.26749], [2.58135, -1.39369, 0.10327], [2.36155, -0.03788, 1.11121]],
  "forces_ev_per_a": [[0.121, -0.707, 1.304], [-1.525, -1.819, 0.128], [0.697, 1.632, -0.359], [0.899, -1.587, -0.485], [-1.804, -0.605, -2.496], [3.068, 7.059, 0.709], [-0.186, -0.501, -0.626], [0.290, 0.046, -2.246], [1.013, 1.281, 2.187], [0.130, 0.786, -0.176], [0.552, 0.745, 2.918], [-2.926, -1.941, 0.458], [0.683, -2.994, -0.270], [-1.013, -1.396, -1.046]]
}

Number 1: F_max 4.37 eV/A, calculated total energy -26853.2621 eV. Number 2: F_max 5.01 eV/A, calculated total energy -26849.9931 eV. Number 3: F_max 5.96 eV/A, calculated total energy -6663.5601 eV. Number 4: F_max 6.60 eV/A, calculated total energy -6661.2628 eV. Number 5: F_max 6.35 eV/A, calculated total energy -6662.0699 eV. Number 6: F_max 0.80 eV/A, calculated total energy -6653.7216 eV. Number 7: F_max 0.83 eV/A, calculated total energy -8721.9472 eV. Number 8: F_max 4.70 eV/A, calculated total energy -8713.0736 eV. Number 9: F_max 10.21 eV/A, calculated total energy -8706.6246 eV. Number 10: F_max 7.73 eV/A, calculated total energy -8139.7365 eV.